Entry from the Open Molecules 2025 dataset: C48H47FN2O3P2RuTe as an isolated structure (wB97M-V/def2-TZVPD).

The value obtained for the gap between HOMO and LUMO (alpha / beta) is 6.90 / 4.98 eV. Its maximum force is 0.8 eV Å⁻¹. Its spin multiplicity is 5. The calculation puts the LUMO energy (alpha / beta) at -6.05 / -8.72 eV. The net charge is +2.

Cartesian coordinates (Å):
Ru  -0.64686  0.50062  0.04161
C  1.53338  2.31552  2.07499
C  0.05798  2.57991  2.40195
P  -0.82947  0.97187  2.51876
C  -0.06970  0.27203  4.01251
C  0.10704  1.10827  5.11987
C  0.66550  0.61443  6.28650
C  1.07479  -0.70898  6.35512
C  0.92699  -1.53428  5.25203
C  0.35644  -1.04978  4.08702
C  -2.57068  1.34660  2.81785
C  -3.45299  1.27008  1.74715
C  -4.81078  1.46475  1.92623
C  -5.30471  1.72978  3.19708
C  -4.43424  1.79048  4.27471
C  -3.07490  1.58757  4.09192
P  1.77993  1.00455  0.80117
C  2.28389  -0.52482  1.63392
C  3.17788  -0.51910  2.70177
C  3.61386  -1.71342  3.24659
C  3.16531  -2.92148  2.72772
C  2.29221  -2.93431  1.64974
C  1.85993  -1.73781  1.09896
C  3.26325  1.43729  -0.14816
C  3.59917  0.57184  -1.19124
C  4.73312  0.79668  -1.94870
C  5.54057  1.89382  -1.67600
C  5.21089  2.75962  -0.64600
C  4.07258  2.53840  0.11753
H  2.07374  2.00561  2.97386
H  1.99013  3.24116  1.72217
H  -0.42820  3.16596  1.61754
H  -0.00663  3.16006  3.32310
H  -0.19555  2.14560  5.09727
H  0.77838  1.26588  7.14115
H  1.51022  -1.09260  7.26646
H  1.25404  -2.56318  5.29628
H  0.24692  -1.70500  3.23516
H  -3.08491  1.01649  0.74474
H  -5.48373  1.39500  1.08369
H  -6.36466  1.86709  3.34810
H  -4.81225  1.98608  5.26654
H  -2.42281  1.61278  4.95410
H  3.54376  0.41159  3.11342
H  4.30680  -1.70300  4.07449
H  3.50889  -3.85222  3.15557
H  1.96193  -3.87301  1.22927
H  1.19807  -1.75565  0.23189
H  2.98195  -0.29868  -1.39070
H  4.99486  0.11603  -2.74641
H  6.42904  2.06817  -2.26304
H  5.84295  3.60812  -0.42795
H  3.84573  3.22200  0.92182
C  0.26077  -4.85939  -1.60232
C  -0.86877  -4.79969  -0.58944
C  -1.97619  -3.74004  -0.86317
C  -2.68049  -3.97961  -2.20452
C  -3.76587  -2.95377  -2.49149
C  -2.96504  -3.93748  0.26858
O  -3.77020  -4.82396  0.30505
N  -2.81918  -3.06346  1.33578
C  -2.05936  -1.92363  1.36387
O  -2.01664  -1.24111  2.37432
N  -1.38749  -1.54162  0.21536
C  -1.33981  -2.36950  -0.85759
O  -0.70414  -2.01969  -1.86673
H  0.97451  -5.61825  -1.28797
H  0.79276  -3.91156  -1.68783
H  -0.09699  -5.13959  -2.59026
H  -0.46299  -4.62791  0.41314
H  -1.38902  -5.75808  -0.55318
H  -3.12141  -4.97643  -2.15492
H  -1.93494  -3.97881  -2.99767
H  -4.52916  -2.95663  -1.71466
H  -4.26190  -3.17714  -3.43233
H  -3.35603  -1.94075  -2.57142
H  -3.36800  -3.25011  2.16937
C  -0.20562  2.05442  -3.90559
Te  -0.70094  0.37718  -2.62735
C  1.03726  -0.40466  -3.57495
C  0.88138  0.10971  -4.97874
C  1.31106  -0.60908  -6.08429
C  1.13342  -0.08100  -7.35514
C  0.51010  1.14933  -7.52266
C  0.05638  1.85979  -6.42234
C  0.24866  1.34681  -5.14755
H  0.60760  2.57717  -3.39565
H  -1.04521  2.73054  -4.04795
H  1.03546  -1.48688  -3.48018
H  1.89655  0.02152  -3.05052
H  1.77926  -1.57430  -5.95686
H  1.46937  -0.63735  -8.21752
H  0.36646  1.55063  -8.51447
H  -0.44290  2.80832  -6.55647
F  -1.30410  6.44294  -1.33694
C  -1.13512  5.13714  -1.17457
C  0.16076  4.63170  -1.11375
C  0.33238  3.27606  -0.94321
C  -0.77362  2.41239  -0.78755
C  -2.06543  2.95922  -0.95209
C  -2.25486  4.31734  -1.10695
H  0.99883  5.30502  -1.21120
H  1.34457  2.88677  -0.93183
H  -2.94335  2.32349  -0.93646
H  -3.24189  4.74954  -1.18837

Atoms 1-3, force components in eV/Å:
-0.2454 -0.3618 0.5048
0.1268 0.0659 -0.0255
-0.0278 0.0381 0.1276

***

Entry from the Open Molecules 2025 dataset: C24H39BrF3N4O5PtS2Si3 as an isolated structure (wB97M-V/def2-TZVPD).

The value obtained for the gap between HOMO and LUMO (alpha / beta) is 7.91 / 5.74 eV. Its maximum force is 1.0 eV Å⁻¹. Its spin multiplicity is 5. The calculation puts the LUMO energy (alpha / beta) at -2.73 / -6.39 eV. The net charge is +1. The calculation puts the energy above the lowest of the compared OMol25 structures with the same formula, charge and spin at 0.0 kcal per mole.

Cartesian coordinates (Å):
Pt  -0.07516  0.05662  0.96154
Br  -1.96789  0.20765  4.27978
C  -0.16525  0.73085  4.23521
C  0.37392  1.27658  5.39156
C  1.68390  1.70829  5.36925
C  2.42326  1.55500  4.20551
C  1.81615  0.98315  3.11261
N  0.53368  0.58088  3.12125
C  2.59948  0.75755  1.84850
O  3.76281  1.04792  1.76912
O  1.92229  0.19725  0.86036
H  -0.24545  1.37788  6.26941
H  2.12098  2.16048  6.24897
H  3.45580  1.86072  4.11785
C  2.30196  2.98489  -0.99336
Si  1.98998  1.56660  -2.16338
C  3.56576  0.56915  -2.24369
C  1.65927  2.23014  -3.89026
C  0.42556  0.58966  -1.63550
Si  0.53169  -1.24747  -2.04153
C  0.87504  -1.37735  -3.88624
C  1.91889  -2.21447  -1.21722
C  -1.10365  -2.16321  -1.76996
Si  -1.18828  1.47675  -1.96577
C  -1.26613  3.33371  -2.08594
C  -1.85902  0.85271  -3.61306
C  -2.48553  0.91265  -0.68065
C  -3.81659  1.24321  -0.90110
C  -4.81735  0.74180  -0.09022
C  -4.47017  -0.13524  0.92653
C  -3.13633  -0.41536  1.12427
N  -2.16768  0.11367  0.36350
H  3.18018  3.51466  -1.37748
H  2.54204  2.64831  0.01357
H  1.48696  3.69679  -0.92388
H  4.35074  1.28534  -2.50911
H  3.58591  -0.20693  -3.00999
H  3.83992  0.13967  -1.28104
H  2.54728  2.78412  -4.20845
H  0.81535  2.92042  -3.94593
H  1.49619  1.43454  -4.61888
H  1.89374  -1.06562  -4.12208
H  0.18846  -0.79804  -4.50183
H  0.77480  -2.42963  -4.16778
H  2.88020  -1.83031  -1.55634
H  1.86064  -3.25218  -1.56204
H  1.95096  -2.18440  -0.12882
H  -1.92745  -1.67978  -2.29729
H  -1.43345  -2.24538  -0.73280
H  -1.01420  -3.16843  -2.19437
H  -0.32188  3.79866  -2.36082
H  -1.61151  3.78093  -1.15889
H  -1.98732  3.57957  -2.87032
H  -1.22865  1.23130  -4.42130
H  -2.85225  1.28955  -3.74868
H  -1.94962  -0.22506  -3.72294
H  -4.06347  1.91111  -1.71658
H  -5.85069  1.01705  -0.25391
H  -5.21340  -0.58595  1.56816
H  -2.81157  -1.07975  1.91147
F  0.99204  4.79388  1.92763
C  -0.26655  4.87073  1.49509
F  -0.25505  5.25086  0.21629
F  -0.91134  5.78930  2.20373
S  -1.11963  3.25184  1.70490
O  -2.40996  3.40612  1.10029
O  -1.05412  3.02553  3.12027
O  -0.22187  2.33752  0.92315
C  -0.10430  -5.54221  -0.03440
N  -0.05778  -4.19415  0.53131
C  -0.15278  -3.79166  1.78092
S  -0.18777  -2.07864  2.21081
N  -0.20606  -4.58817  2.83915
C  0.02221  -6.03083  2.93308
H  -0.38260  -5.43842  -1.08005
H  -0.86491  -6.14103  0.45539
H  0.86421  -6.03614  0.02139
H  0.09277  -3.45053  -0.12802
H  -0.36921  -4.10049  3.70602
H  0.86367  -6.32815  2.31478
H  -0.86604  -6.59785  2.66208
H  0.27127  -6.25072  3.96717

Atoms 1-3, force components in eV/Å:
-0.1925 -0.5156 0.7762
0.0466 -0.0153 -0.0079
-0.1188 -0.0546 0.0180

***

Entry from the Open Molecules 2025 dataset: C45H53N6O7SV as an isolated structure in a non-equilibrium geometry (wB97M-V/def2-TZVPD).

The value obtained for the gap between HOMO and LUMO (alpha / beta) is 5.24 / 5.50 eV. Its maximum force is 2.3 eV Å⁻¹. Its spin multiplicity is 2. The calculation puts the LUMO energy (alpha / beta) at -4.31 / -4.04 eV. The net charge is +1. The calculation puts the energy above the lowest of the compared OMol25 structures with the same formula, charge and spin at 5.5 kcal per mole.

Cartesian coordinates (Å):
V  -0.04435  0.23657  -0.23132
C  -1.74176  2.08847  -6.06376
C  -2.75360  1.68732  -4.98497
C  -2.18180  1.81970  -3.60861
C  -2.18406  2.92577  -2.81040
C  -2.83549  4.24820  -3.06887
C  -4.16444  4.40118  -2.32085
C  -1.45233  2.58057  -1.62160
N  -1.00926  1.28532  -1.69768
C  -1.43936  0.80449  -2.91008
C  -1.15524  -0.44888  -3.41676
C  -0.37139  -1.41004  -2.80324
C  -0.06075  -2.69936  -3.36420
C  -0.57304  -3.21807  -4.67060
C  -1.99347  -3.78088  -4.55748
C  0.75337  -3.33183  -2.47279
C  0.93406  -2.42840  -1.36546
C  1.71335  -2.70128  -0.25430
C  1.88006  -1.88049  0.84521
N  1.30761  -0.64232  0.98869
C  1.65321  -0.19970  2.23755
C  1.31877  1.03798  2.75724
C  0.61635  2.02870  2.10270
N  0.07827  1.92637  0.84236
C  -0.52065  3.13308  0.58599
C  -1.21968  3.44163  -0.56387
C  -0.33973  4.02458  1.70060
C  0.35498  3.33500  2.64768
C  0.74001  3.79155  4.01947
C  -0.28974  3.36315  5.07030
C  -0.83055  5.43674  1.76171
C  0.07493  6.40161  0.99015
C  2.46855  -1.18067  2.90337
C  2.63006  -2.21596  2.03227
C  3.41839  -3.47114  2.25341
C  2.56568  -4.64028  2.74913
C  3.03281  -1.03842  4.28248
C  4.26440  -0.12766  4.32876
N  0.23600  -1.26404  -1.58637
C  1.35826  -4.69651  -2.58437
C  2.81938  -4.65514  -3.04616
H  -2.17478  2.00032  -7.05972
H  -0.85696  1.45002  -6.02026
H  -1.41708  3.12067  -5.92311
H  -3.08506  0.66182  -5.15710
H  -3.64411  2.31270  -5.06561
H  -3.00983  4.35583  -4.14049
H  -2.15587  5.05609  -2.78595
H  -4.88373  3.65475  -2.65931
H  -4.59261  5.38850  -2.49183
H  -4.03131  4.26765  -1.24646
H  -1.56192  -0.69245  -4.38884
H  0.10000  -3.99660  -5.03226
H  -0.54816  -2.42268  -5.41949
H  -2.01980  -4.61768  -3.85835
H  -2.34995  -4.13422  -5.52467
H  -2.68860  -3.02297  -4.19257
H  2.21037  -3.66097  -0.23120
H  1.65496  1.25809  3.76131
H  -1.64587  4.43343  -0.63129
H  0.83784  4.87823  4.02200
H  1.72391  3.39709  4.28209
H  -1.26223  3.80939  4.85973
H  0.02025  3.67267  6.06801
H  -0.41972  2.27971  5.06953
H  -0.88944  5.74925  2.80493
H  -1.84869  5.48987  1.36919
H  1.08850  6.38412  1.39344
H  -0.29874  7.42309  1.05749
H  0.12988  6.13073  -0.06618
H  4.20502  -3.26543  2.98067
H  3.92485  -3.75479  1.32835
H  2.00586  -4.35903  3.64378
H  3.19047  -5.49775  2.99743
H  1.86076  -4.95140  1.98375
H  3.30278  -2.02565  4.66008
H  2.26080  -0.65392  4.95395
H  5.04331  -0.50009  3.66228
H  4.67296  -0.08552  5.33809
H  4.02128  0.88919  4.01774
H  0.77232  -5.28501  -3.29193
H  1.28055  -5.20784  -1.62517
H  2.89789  -4.21530  -4.04133
H  3.23962  -5.65976  -3.08515
H  3.43196  -4.05586  -2.37061
O  -2.10594  0.49666  2.50959
C  -1.80656  -0.48294  1.90751
O  -1.35602  -0.41555  0.60159
C  -1.87773  -1.86489  2.45601
C  -1.52603  -2.98173  1.70558
C  -1.65835  -4.22936  2.28890
C  -2.09096  -4.40669  3.58596
C  -2.40968  -3.27057  4.30059
C  -2.32746  -2.00487  3.76394
N  -2.86163  -3.42225  5.70240
O  -2.96539  -4.54897  6.12903
O  -3.09632  -2.40644  6.31675
N  -1.34011  -5.42892  1.49197
O  -0.86282  -5.25152  0.39019
O  -1.59540  -6.50428  1.97681
H  -1.18071  -2.90110  0.68547
H  -2.18971  -5.38989  4.02221
H  -2.60056  -1.13958  4.35089
C  2.53903  3.46727  -1.38103
S  2.58903  1.81163  -2.05393
C  1.59815  2.11434  -3.51331
O  1.74189  0.97682  -1.13306
H  2.87923  4.16352  -2.14701
H  3.20435  3.50280  -0.52102
H  1.51082  3.67680  -1.08461
H  2.21098  2.65231  -4.23602
H  0.70802  2.68378  -3.24639
H  1.32037  1.13842  -3.90927

Atoms 1-3, force components in eV/Å:
1.5801 0.8031 -1.5349
-0.0126 -0.0181 0.0324
0.0181 0.0068 -0.0049

***

Entry from the Open Molecules 2025 dataset: one molecule with the formula C4H10N2 in a non-equilibrium geometry (wB97M-V/def2-TZVPD).

The value obtained for the gap between HOMO and LUMO is 8.46 eV. Its maximum force is 4.9 eV Å⁻¹. The calculation puts the LUMO energy at 1.06 eV. The calculation puts the energy above the lowest of the compared OMol25 structures with the same formula, charge and spin at 74.1 kcal per mole.

Cartesian coordinates (Å):
C  1.50306  -0.09991  0.52717
C  2.93270  -0.36794  0.26217
C  -2.89718  -0.27019  0.11086
C  -1.42178  0.07205  0.42371
N  0.63042  -0.34596  -0.48425
N  -0.68711  -0.39664  -0.70652
H  1.03071  0.66192  1.27036
H  3.53765  0.47562  0.06266
H  2.90776  -1.10030  -0.56912
H  3.24729  -0.97335  1.13099
H  -3.32096  0.39125  -0.60833
H  -2.97166  -1.27557  -0.20243
H  -3.52456  -0.12814  1.00207
H  -1.32017  1.09694  0.58941
H  -1.07877  -0.43589  1.28758
H  1.18790  -0.82827  -1.23591

Atoms 1-3, force components in eV/Å:
-4.0215 2.8001 -0.0969
-1.2277 -2.2870 0.7180
0.4122 1.0588 1.8900